Record 1
DFT (wB97M-V/def2-TZVPD) results for the ion C4H12NO with charge +1 in a non-equilibrium geometry.

Values from the calculation:
Energy ... -7872.57303 eV
Structure (SMILES) ... CC[C@@](C)([NH3+])O
ΔE to the lowest compared entry with this formula, charge and spin ... 1.7180 eV
Frontier orbital gap ... 12.0 eV
Total charge ... +1

```
18
C4H12NO wB97M-V/def2-TZVPD
C -1.15 0.75 -1.66
C 1.83 0.26 0.21
C -0.93 0.63 -0.13
C 0.23 -0.29 0.22
N 0.07 -0.77 1.65
O 0.31 -1.44 -0.59
H -0.20 1.09 -2.19
H -1.57 -0.11 -2.14
H -1.83 1.58 -1.84
H 1.89 0.38 -0.92
H 2.30 -0.54 0.62
H 2.15 1.23 0.62
H -0.88 1.63 0.28
H -1.93 0.29 0.43
H 0.56 -0.17 2.33
H -0.90 -0.96 1.92
H 0.62 -1.71 1.82
H -0.56 -1.85 -0.63
```

natural (NBO) atomic charge list, values in e, 8 entries: -0.61 -0.62 -0.48 0.42 -0.73 -0.69 0.23 0.22

***

Record 2
DFT (wB97M-V/def2-TZVPD) results for an isolated molecule of C16H18FN5O3 in a non-equilibrium geometry.

Values from the calculation:
Energy ... -33194.64286 eV
Structure (SMILES) ... COC(=O)C1CCN(C(=O)Cn2nnc(-c3cccc(F)c3)n2)CC1
ΔE to the lowest compared entry with this formula, charge and spin ... 2.1253 eV
Frontier orbital gap ... 9.4 eV
Total charge ... 0

```
43
C16H18FN5O3 wB97M-V/def2-TZVPD
C 2.57 -5.46 -3.34
H 3.39 -5.09 -2.71
H 2.93 -5.70 -4.33
H 2.15 -6.34 -2.86
O 1.58 -4.46 -3.50
C 0.98 -4.03 -2.38
O 1.22 -4.46 -1.29
C -0.01 -2.92 -2.69
C -1.05 -2.80 -1.57
H -0.52 -2.69 -0.62
H -1.65 -3.71 -1.52
C -1.95 -1.59 -1.82
N -1.15 -0.39 -1.94
C -1.04 0.61 -1.04
O -0.28 1.53 -1.16
C -1.99 0.53 0.18
N -1.75 1.66 1.02
N -0.77 1.71 1.89
C -0.89 2.94 2.38
N -1.93 3.58 1.80
N -2.45 2.76 0.96
C -0.04 3.52 3.39
C 1.02 2.78 3.92
C 1.81 3.36 4.88
C 1.59 4.65 5.35
C 0.54 5.37 4.81
C -0.27 4.82 3.85
H -1.10 5.37 3.42
H 0.35 6.38 5.16
H 2.24 5.06 6.10
F 2.84 2.65 5.40
H 1.21 1.78 3.57
H -3.03 0.57 -0.14
H -1.79 -0.38 0.76
C -0.21 -0.45 -3.04
C 0.76 -1.61 -2.83
H 1.34 -1.43 -1.92
H 1.46 -1.67 -3.67
H -0.76 -0.58 -3.97
H 0.33 0.50 -3.07
H -2.49 -1.73 -2.77
H -2.69 -1.50 -1.03
H -0.50 -3.15 -3.64
```

natural (NBO) atomic charge list, values in e, 8 entries: -0.26 0.19 0.20 0.20 -0.51 0.81 -0.60 -0.32

***

Record 3
DFT (wB97M-V/def2-TZVPD) results for a structure of composition C3H10N2O in a non-equilibrium geometry.

Values from the calculation:
Energy ... -8297.71169 eV
ΔE to the lowest compared entry with this formula, charge and spin ... 3.7923 eV
Frontier orbital gap ... 9.0 eV
Total charge ... 0

```
16
C3H10N2O wB97M-V/def2-TZVPD
C -0.29 -1.85 1.04
C 1.27 -0.97 -0.49
N 0.55 -0.77 0.50
H 0.11 -2.81 0.69
H -0.27 -1.80 2.12
H -1.30 -1.72 0.70
H 1.55 -1.97 -0.82
H 1.74 -0.17 -1.05
H 0.27 0.46 0.76
N -0.16 1.60 0.92
C -0.64 1.47 -1.35
O 0.30 1.08 -2.06
H -1.13 1.84 0.81
H 0.40 2.43 0.68
H -1.08 2.48 -1.48
H -1.31 0.70 -0.98
```

natural (NBO) atomic charge list, values in e, 8 entries: -0.42 0.05 -0.42 0.19 0.22 0.21 0.15 0.22

***

Record 4
DFT (wB97M-V/def2-TZVPD) results for a cluster of 2 separate species, C5H11O2 in total in a non-equilibrium geometry.

Values from the calculation:
Energy ... -9458.76698 eV
ΔE to the lowest compared entry with this formula, charge and spin ... 1.2622 eV
Frontier orbital gap ... 6.9 eV
Total charge ... -1

```
18
C5H11O2 wB97M-V/def2-TZVPD
C 0.20 -1.83 1.00
C 0.39 -3.17 0.20
H -0.15 -2.07 2.06
H 1.07 -1.21 0.91
H -0.69 -1.37 0.56
H 0.76 -3.05 -0.82
H -0.60 -3.62 0.13
H 1.09 -3.72 0.84
C -0.38 1.49 -0.65
C 0.96 2.24 -0.77
C -1.47 2.27 0.16
O -1.75 3.43 0.02
O -2.21 1.47 0.77
H -0.80 1.19 -1.68
H -0.29 0.49 -0.13
H 1.37 2.93 -0.02
H 0.77 3.03 -1.59
H 1.72 1.49 -1.00
```

natural (NBO) atomic charge list, values in e, 8 entries: -0.60 -0.61 0.20 0.20 0.23 0.20 0.20 0.19

***

Record 5
DFT (wB97M-V/def2-TZVPD) results for a structure of composition C3H7CuFO3S in a non-equilibrium geometry.

Values from the calculation:
2S+1 ... 2
Energy ... -67536.07100 eV
Frontier orbital gap (alpha / beta) ... 10.0 / 7.6 eV
Total charge ... +2

```
16
C3H7CuFO3S wB97M-V/def2-TZVPD
C -0.78 1.65 -0.73
C -0.20 0.95 0.52
C -0.58 -0.50 0.52
F -0.68 -1.08 1.72
O 0.28 -1.28 -0.35
S 1.57 -1.95 0.29
O 2.21 -1.13 1.27
O 2.46 -2.17 -0.94
H -0.02 2.22 -1.24
H -1.60 2.31 -0.47
H -1.15 0.92 -1.45
H 0.87 1.08 0.48
H -0.57 1.44 1.41
H -1.59 -0.58 0.02
H 3.21 -1.53 -0.93
Cu -3.44 -0.35 -0.12
```

natural (NBO) atomic charge list, values in e, 8 entries: -0.63 -0.50 0.57 -0.29 -0.64 2.11 -0.64 -0.78

***

Record 6
DFT (wB97M-V/def2-TZVPD) results for the ion C9H16N3O with charge +1 in a non-equilibrium geometry.

Values from the calculation:
Energy ... -16100.85373 eV
Structure (SMILES) ... C=C1CNC(=O)/C1=[N+](/C)CCNC
ΔE to the lowest compared entry with this formula, charge and spin ... 4.3577 eV
Frontier orbital gap (alpha / beta) ... 7.4 / 7.4 eV
Total charge ... +1

```
29
C9H16N3O wB97M-V/def2-TZVPD
C 1.88 0.37 -0.37
C 0.36 -0.55 -2.00
C 2.27 0.70 0.85
C 2.05 1.01 -1.70
C -1.26 -1.78 -0.09
C -2.00 -0.49 0.37
C 0.76 -0.61 -0.60
C 0.75 -1.95 1.51
C -1.46 1.87 -0.36
N 1.07 0.42 -2.56
N 0.24 -1.56 0.19
N -1.57 0.51 -0.62
O -0.37 -1.26 -2.63
H 2.09 0.02 1.63
H 2.82 1.60 1.09
H 1.89 2.02 -1.66
H 3.17 0.73 -1.81
H -1.68 -2.64 0.47
H -1.23 -1.78 -1.12
H -3.07 -0.62 0.50
H -1.65 -0.12 1.24
H 0.25 -3.00 1.80
H 1.93 -2.18 1.41
H 0.46 -1.32 2.40
H -1.40 1.99 0.66
H -0.54 2.30 -0.85
H -2.26 2.45 -0.71
H 1.19 0.56 -3.64
H -1.79 0.28 -1.63
```

natural (NBO) atomic charge list, values in e, 8 entries: -0.09 0.60 -0.23 -0.25 -0.23 -0.22 0.33 -0.47

***

Record 7
DFT (wB97M-V/def2-TZVPD) results for a structure of composition C6H13N2Pb in a non-equilibrium geometry.

Values from the calculation:
Energy ... -14651.20869 eV
Frontier orbital gap ... 5.9 eV
Total charge ... +1

```
22
C6H13N2Pb wB97M-V/def2-TZVPD
C 0.30 0.11 -3.42
Pb -0.20 -1.25 -1.82
N -1.26 -2.64 1.31
H 0.69 -2.73 -1.22
H -0.62 -2.53 2.11
H -0.73 -2.88 0.45
H 0.22 -0.45 -4.37
H 1.31 0.51 -3.28
H -0.43 0.93 -3.40
H -1.73 -1.74 1.15
H -1.95 -3.36 1.50
C 0.72 2.33 1.75
C 0.04 2.62 0.56
C -0.36 1.58 -0.27
N -0.10 0.28 0.04
C 0.65 0.00 1.15
C 1.01 1.00 2.04
H 1.02 3.13 2.42
H -0.18 3.64 0.25
H -0.91 1.76 -1.20
H 0.98 -1.04 1.28
H 1.54 0.72 2.96
```

Löwdin atomic charge list, values in e, 8 entries: -0.40 0.85 0.28 -0.20 0.14 0.03 0.00 -0.02

***

Record 8
DFT (wB97M-V/def2-TZVPD) results for the ion C4H11N2 with charge +1 in a non-equilibrium geometry.

Values from the calculation:
Energy ... -7298.31647 eV
Structure (SMILES) ... C=C(N)CC[NH3+]
ΔE to the lowest compared entry with this formula, charge and spin ... 2.6316 eV
Frontier orbital gap ... 8.9 eV
Total charge ... +1

```
17
C4H11N2 wB97M-V/def2-TZVPD
C -0.16 -1.57 -0.20
C 0.57 -0.39 -0.82
C 0.75 0.83 0.09
C 1.91 1.28 0.59
N -0.49 1.49 0.28
N -1.50 -1.07 0.35
H 0.39 -1.88 0.69
H -0.30 -2.35 -0.94
H 1.28 -0.86 -1.50
H -0.15 0.05 -1.60
H 2.74 1.40 -0.11
H 1.72 1.91 1.46
H -1.44 -0.07 0.64
H -0.59 2.28 0.91
H -0.95 1.69 -0.60
H -1.67 -1.59 1.21
H -2.12 -1.16 -0.45
```

natural (NBO) atomic charge list, values in e, 8 entries: -0.21 -0.47 0.17 -0.44 -0.89 -0.72 0.23 0.24

***

Record 9
DFT (wB97M-V/def2-TZVPD) results for a cluster of 2 separate species, C4H7NOS in total in a non-equilibrium geometry.

Values from the calculation:
Energy ... -18629.95844 eV
ΔE to the lowest compared entry with this formula, charge and spin ... 4.5912 eV
Frontier orbital gap ... 8.7 eV
Total charge ... 0

```
14
C4H7NOS wB97M-V/def2-TZVPD
C 0.92 0.28 1.28
C 0.79 1.04 -1.95
C 1.13 -1.94 0.42
C -1.88 0.61 0.92
N 0.97 -0.75 0.69
O 0.50 2.07 -1.43
S -0.24 1.39 1.64
H 0.70 0.77 -3.09
H 1.05 0.14 -1.28
H 0.86 -2.76 1.04
H 1.32 -2.24 -0.68
H -2.27 1.55 0.47
H -2.42 0.05 1.67
H -1.44 -0.21 0.29
```

natural (NBO) atomic charge list, values in e, 8 entries: -0.04 0.28 -0.25 -0.73 -0.34 -0.50 0.32 0.10

***

Record 10
DFT (wB97M-V/def2-TZVPD) results for a cluster of 9 separate species, C9H36N18O9 in total in a non-equilibrium geometry.

Values from the calculation:
Energy ... -55170.08312 eV
Structure (SMILES) ... NC(N)=O.NC(N)=O.NC(N)=O.NC(N)=O.NC(N)=O.NC(N)=O.NC(N)=O.NC(N)=O.NC(N)=O
ΔE to the lowest compared entry with this formula, charge and spin ... 7.0509 eV
Frontier orbital gap ... 9.5 eV
Total charge ... 0

```
72
C9H36N18O9 wB97M-V/def2-TZVPD
C -2.96 -20.39 12.86
O -1.84 -19.95 12.60
N -4.05 -19.73 13.02
N -3.34 -21.66 13.01
H -4.92 -20.24 13.10
H -3.93 -18.79 12.66
H -2.77 -22.49 13.17
H -4.27 -21.89 13.33
C 0.19 -27.06 19.27
O -0.96 -27.07 18.84
N 1.24 -26.28 18.96
N 0.50 -27.83 20.25
H 1.99 -26.40 19.63
H 1.14 -25.55 18.26
H -0.18 -28.45 20.65
H 1.48 -28.01 20.44
C 13.30 -25.44 14.22
O 13.17 -26.66 14.20
N 14.39 -24.70 13.99
N 12.28 -24.64 14.44
H 14.41 -23.69 14.04
H 15.20 -25.16 13.58
H 12.22 -23.64 14.39
H 11.36 -25.05 14.31
C 9.02 -20.25 18.91
O 9.30 -19.81 20.00
N 7.89 -20.87 18.58
N 9.90 -20.34 17.95
H 7.30 -21.10 19.37
H 7.71 -21.12 17.61
H 10.76 -19.82 18.04
H 9.37 -20.38 17.09
C 4.30 -22.40 13.40
O 5.33 -22.84 13.89
N 4.08 -21.11 13.10
N 3.29 -23.15 13.21
H 4.87 -20.52 13.32
H 3.17 -20.71 12.93
H 3.39 -24.11 13.50
H 2.37 -22.89 12.91
C 4.61 -29.77 10.03
O 4.55 -29.26 8.91
N 3.89 -30.75 10.46
N 5.37 -29.23 10.99
H 3.30 -31.04 9.69
H 4.09 -31.16 11.36
H 6.12 -28.58 10.80
H 5.15 -29.57 11.92
C 6.47 -29.05 17.89
O 5.81 -29.51 17.02
N 6.85 -29.75 18.91
N 6.88 -27.73 17.91
H 7.32 -29.18 19.60
H 6.83 -30.75 18.84
H 7.31 -27.32 18.73
H 6.67 -27.16 17.10
C 1.86 -12.32 14.03
O 3.00 -12.55 13.80
N 1.34 -11.10 14.11
N 0.97 -13.20 14.24
H 1.96 -10.31 14.00
H 0.38 -10.91 14.34
H 1.27 -14.16 14.21
H 0.16 -12.82 14.71
C -2.27 -28.78 12.59
O -1.56 -27.81 12.40
N -2.19 -29.79 11.74
N -3.23 -29.00 13.47
H -2.82 -30.58 11.83
H -1.53 -29.61 11.00
H -3.75 -29.84 13.69
H -2.97 -28.53 14.33
```

Löwdin atomic charge list, values in e, 8 entries: -0.75 0.03 0.15 0.13 0.11 0.13 0.11 0.09

***

Record 11
DFT (wB97M-V/def2-TZVPD) results for a cluster of 10 separate species, C43H80ClN2O10S9 in total in a non-equilibrium geometry.

Values from the calculation:
Energy ... -179338.45375 eV
Frontier orbital gap ... 4.6 eV
Total charge ... +1

```
145
C43H80ClN2O10S9 wB97M-V/def2-TZVPD
C 5.66 2.25 0.86
C 6.92 2.83 0.33
C 7.11 3.69 -1.06
C 5.71 4.06 -1.84
C 5.06 5.60 -1.91
C 5.86 6.83 -1.09
C 4.63 7.79 -0.50
C 4.22 9.25 -1.13
C 2.93 10.09 -0.47
C 2.03 9.51 0.77
C 0.72 10.39 1.33
C 2.46 8.03 1.43
C 3.75 7.21 0.77
N 3.81 5.97 -2.62
N 3.15 4.99 -3.28
Cl 1.71 5.52 -4.15
C 3.41 3.51 -3.40
C 2.41 2.46 -4.24
C 0.96 2.23 -3.44
C -0.45 2.60 -4.25
C -1.95 2.46 -3.58
C -2.08 1.92 -2.00
C -3.58 1.79 -1.27
C -0.69 1.56 -1.21
C 0.83 1.70 -1.90
C 4.79 2.92 -2.65
C 5.17 1.33 -2.70
C 6.24 0.92 -3.89
O 5.80 -0.02 -4.78
H 5.14 2.84 1.75
H 5.23 1.24 0.46
H 7.90 2.67 0.99
H 7.74 4.69 -0.93
H 7.73 3.01 -1.80
H 6.49 7.44 -1.86
H 6.57 6.43 -0.25
H 4.79 9.73 -2.03
H 2.63 11.13 -0.94
H -0.28 9.90 0.90
H 0.75 11.48 0.90
H 0.67 10.43 2.50
H 1.83 7.61 2.34
H 4.02 6.16 1.27
H 2.17 2.96 -5.29
H 2.98 1.46 -4.46
H -0.39 3.01 -5.35
H -2.93 2.76 -4.17
H -4.36 1.19 -1.92
H -3.96 2.91 -1.17
H -3.50 1.38 -0.17
H -0.76 1.20 -0.08
H 1.80 1.46 -1.29
H 5.71 1.06 -1.67
H 4.21 0.62 -2.73
H 7.35 1.34 -3.97
C -1.41 -2.13 2.68
S -1.75 -1.00 1.32
O -3.24 -0.77 1.28
C -1.34 -2.16 0.00
H -1.64 -1.63 3.62
H -2.04 -3.02 2.59
H -0.36 -2.41 2.67
H -1.97 -3.05 0.08
H -0.29 -2.44 0.08
H -1.52 -1.68 -0.96
C -5.50 -3.10 0.71
S -5.13 -4.61 1.63
O -3.64 -4.78 1.64
C -5.80 -5.75 0.40
H -5.13 -2.24 1.28
H -5.00 -3.12 -0.26
H -6.58 -3.01 0.58
H -5.28 -5.61 -0.56
H -6.87 -5.57 0.27
H -5.64 -6.77 0.75
C -2.12 -5.91 -1.68
S -2.46 -4.77 -3.04
O -3.95 -4.55 -3.09
C -2.05 -5.94 -4.36
H -2.35 -5.40 -0.74
H -2.75 -6.80 -1.77
H -1.07 -6.19 -1.69
H -2.68 -6.83 -4.29
H -1.00 -6.22 -4.29
H -2.23 -5.45 -5.33
C -2.21 -9.91 -1.55
S -1.34 -8.93 -0.30
O -0.13 -8.33 -0.95
C -0.79 -10.35 0.69
H -2.61 -9.23 -2.30
H -1.52 -10.61 -2.03
H -3.03 -10.46 -1.08
H -0.18 -11.01 0.07
H -1.66 -10.88 1.08
H -0.19 -9.97 1.52
C 3.61 11.19 6.25
S 2.52 11.78 4.92
O 1.38 10.81 4.81
C 3.67 11.43 3.57
H 3.08 11.28 7.20
H 3.87 10.15 6.08
H 4.51 11.81 6.28
H 3.93 10.36 3.57
H 4.57 12.03 3.69
H 3.19 11.68 2.63
C 4.70 -11.36 -0.89
S 3.43 -11.00 0.35
O 2.23 -11.84 0.02
C 3.09 -9.32 -0.23
H 5.04 -12.39 -0.75
H 4.28 -11.25 -1.90
H 5.54 -10.68 -0.76
H 2.77 -9.33 -1.27
H 3.98 -8.70 -0.11
H 2.28 -8.90 0.38
C -8.16 -3.21 6.13
S -6.66 -3.28 5.13
O -7.06 -3.69 3.74
C -5.96 -4.73 5.95
H -8.79 -2.39 5.77
H -8.72 -4.15 6.04
H -7.90 -3.03 7.17
H -6.65 -5.57 5.87
H -5.76 -4.50 7.00
H -5.01 -4.98 5.45
C -3.64 -1.80 8.92
S -5.37 -1.26 8.93
O -6.02 -1.83 7.70
C -5.03 0.48 8.61
H -3.61 -2.88 9.07
H -3.18 -1.55 7.96
H -3.11 -1.31 9.73
H -4.48 0.59 7.67
H -4.45 0.90 9.43
H -5.98 1.02 8.53
C 0.60 1.07 -8.93
S -0.38 2.59 -8.81
O -0.97 2.63 -7.43
C -1.69 2.04 -9.94
H 1.47 1.17 -8.27
H 0.01 0.21 -8.62
H 0.95 0.94 -9.96
H -2.14 1.12 -9.57
H -1.26 1.88 -10.93
H -2.45 2.82 -10.00
```

Löwdin atomic charge list, values in e, 8 entries: -0.04 -0.14 -0.17 0.02 -0.05 -0.12 -0.19 -0.02

***

Record 12
DFT (wB97M-V/def2-TZVPD) results for an isolated molecule of C3H8BNO2 in a non-equilibrium geometry.

Values from the calculation:
Energy ... -9501.39873 eV
Structure (SMILES) ... CNBOCC=O
ΔE to the lowest compared entry with this formula, charge and spin ... 3.2287 eV
Frontier orbital gap ... 10.4 eV
Total charge ... 0

```
15
C3H8BNO2 wB97M-V/def2-TZVPD
B -0.73 0.62 -0.86
C 1.66 1.19 -0.41
C 1.94 -0.34 -0.32
C -2.55 -0.62 0.11
N -1.09 -0.18 0.13
O 0.42 1.39 -1.07
O 2.68 -0.70 0.56
H 1.79 1.53 0.59
H 2.60 1.68 -0.89
H 1.23 -0.83 -1.09
H -1.72 1.00 -1.23
H -3.00 -0.63 -0.81
H -2.94 -1.52 0.54
H -3.01 0.19 0.59
H -0.43 -0.82 0.54
```

natural (NBO) atomic charge list, values in e, 8 entries: 0.78 -0.18 0.42 -0.41 -0.85 -0.67 -0.51 0.20